Computed, not measured: an isolated molecule of C3H8IPS at a distorted geometry, with ωB97M-V with the def2-TZVPD basis set.

Properties
- SMILES: CCCPSI
- DFT total energy: -1156.2910 a.u.
- HOMO energy: -8.808 eV
- ΔE to the lowest compared entry with this formula, charge and spin: 214.2 kJ/mol
- Total charge: 0
- Lowest unoccupied orbital energy: -1.24 eV
- HOMO-LUMO gap: 7.56 eV

```
14
Properties=species:S:1:pos:R:3:forces:R:3:mulliken_charge:R:1
C -1.16763 0.18872 -0.71947 -0.8 -1.6 -1.3 -1.1912
C -0.00907 -0.41295 0.12636 -1.1 -1.2 -1.8 -0.4286
C 1.32258 0.27302 0.03474 2.1 -0.8 -1.3 -0.5309
P 2.73972 -0.73714 0.84571 -0.6 -0.6 -1.9 0.0911
S 4.22508 0.69610 0.76978 1.6 0.0 -2.0 -0.2157
I 5.38362 0.05976 -1.42558 -0.7 0.5 1.3 -0.0010
H -1.58618 -0.59224 -1.40196 0.7 0.2 0.2 0.2918
H -2.08377 0.36015 -0.20678 -0.4 0.7 1.2 0.3412
H -1.04902 1.01375 -1.39604 0.8 0.7 0.0 0.3443
H -0.44418 -0.57869 1.11113 0.6 0.0 0.3 0.3978
H 0.13523 -1.41629 -0.39686 0.0 0.9 1.2 0.2396
H 1.66538 0.17464 -1.15216 -0.7 1.1 3.1 0.2374
H 1.47061 1.23430 0.56719 -0.6 -0.1 -1.2 0.4020
H 2.75898 -0.23888 2.09651 -0.9 0.3 2.0 0.0222
```
Forces are in eV/Å.